{
  "formula": "C5H10O",
  "method": "ωB97M-V with the def2-TZVPD basis set",
  "symbols": ["C", "C", "O", "C", "C", "C", "H", "H", "H", "H", "H", "H", "H", "H", "H", "H"],
  "positions_angstrom": [[-0.70721, -0.25957, 2.01786], [-0.53428, -0.73614, 0.59012], [-0.71891, -1.89715, 0.28998], [-0.11335, 0.30214, -0.44894], [-0.32747, -0.22896, -1.86229], [1.35178, 0.70628, -0.22301], [0.21500, 0.19124, 2.39955], [-1.48721, 0.50836, 2.06604], [-0.98754, -1.10251, 2.65140], [-0.73592, 1.19406, -0.28935], [-1.37026, -0.51765, -2.02371], [0.28787, -1.11759, -2.03113], [-0.05581, 0.52903, -2.60460], [2.00668, -0.16844, -0.30293], [1.51253, 1.16919, 0.75634], [1.66410, 1.42771, -0.98534]],
  "spin_multiplicity": 1,
  "homo_ev": -9.54,
  "smiles": "CC(=O)C(C)C"
}

=====

{
  "formula": "C5H10O",
  "method": "ωB97M-V with the def2-TZVPD basis set",
  "symbols": ["C", "C", "C", "C", "H", "H", "H", "H", "H", "H", "H", "H", "C", "O", "H", "H"],
  "positions_angstrom": [[-1.54233, -0.65414, -0.76456], [-0.61382, 0.21872, -1.11116], [-0.11019, 1.59700, -1.07476], [0.63435, 0.49664, -1.83024], [-2.38845, -0.36671, -0.14314], [-1.48859, -1.69611, -1.07517], [-0.63421, 2.35477, -1.65502], [0.34435, 1.96108, -0.15561], [0.60806, 0.51918, -2.91724], [1.57102, 0.13763, -1.40514], [1.62669, 0.34042, 1.63769], [1.72250, 1.06856, 1.50097], [-0.21736, -1.77928, 1.83219], [0.98312, -1.87162, 1.87894], [-0.75385, -0.85519, 2.12377], [-0.85612, -2.62039, 1.49656]],
  "spin_multiplicity": 1,
  "homo_ev": -9.88,
  "smiles": "C=C1CC1.[H][H].C=O"
}

=====

{
  "formula": "C5H10O",
  "method": "ωB97M-V with the def2-TZVPD basis set",
  "symbols": ["C", "C", "C", "C", "C", "O", "H", "H", "H", "H", "H", "H", "H", "H", "H", "H"],
  "positions_angstrom": [[-0.49233, 1.91221, -0.42955], [0.15928, 0.66586, -1.01655], [0.90286, -0.09638, 0.08673], [-0.18296, -0.70582, 1.36223], [0.47710, -1.76828, -0.14079], [1.63533, -1.19138, -0.47232], [0.26402, 2.44838, 0.14973], [-1.31676, 1.67403, 0.25600], [-0.89668, 2.56598, -1.20536], [0.95028, 0.91900, -1.71712], [-0.57954, 0.07012, -1.57745], [-0.55889, 0.28243, 1.45788], [-1.10055, -1.35882, 1.42348], [0.45356, -0.95569, 2.19330], [-0.29570, -1.84380, -0.89649], [0.58099, -2.61785, 0.52628]],
  "spin_multiplicity": 1,
  "homo_ev": -7.77
}

=====

{
  "formula": "C5H10O",
  "method": "ωB97M-V with the def2-TZVPD basis set",
  "symbols": ["C", "C", "O", "C", "C", "C", "H", "H", "H", "H", "H", "H", "H", "H", "H", "H"],
  "positions_angstrom": [[2.13779, -0.18985, 0.24673], [1.04741, 0.86685, 0.42610], [0.11619, 0.92666, -0.65387], [-0.63004, -0.20945, -0.52026], [-1.35137, -0.41581, 0.94946], [-2.07729, -0.15912, -0.33386], [2.90898, -0.03907, 1.00901], [2.62278, -0.15978, -0.73713], [1.71920, -1.19273, 0.39130], [0.29480, 0.46474, 1.21151], [1.48598, 1.87596, 0.50009], [-0.12324, -1.10900, -0.88326], [-1.30931, -1.42585, 1.34802], [-1.59537, 0.29994, 1.75669], [-2.67164, -0.96429, -0.72501], [-2.49305, 0.83888, -0.40592]],
  "spin_multiplicity": 1,
  "homo_ev": -9.37,
  "smiles": "CCOC1CC1"
}

=====

{
  "formula": "C5H10O",
  "method": "ωB97M-V with the def2-TZVPD basis set",
  "symbols": ["C", "C", "C", "C", "C", "H", "H", "H", "H", "H", "H", "H", "H", "O", "H", "H"],
  "positions_angstrom": [[0.98724, -1.28296, -0.04322], [1.00587, -0.65657, 1.15586], [0.24041, 0.46457, 1.65123], [-0.29904, 1.34318, 0.60257], [-1.25474, 0.52707, 1.45463], [0.38396, -0.95311, -0.89387], [1.57677, -2.21873, -0.11260], [1.75510, -0.86217, 1.86295], [0.61607, 0.92021, 2.60126], [-0.16876, 1.03171, -0.43829], [-0.23673, 2.41874, 0.74228], [-1.79073, 1.03054, 2.25524], [-1.77264, -0.34655, 1.00321], [-0.37691, -0.39090, -3.52889], [-0.85450, -0.82368, -4.28086], [-0.57166, 0.55841, -3.43465]],
  "spin_multiplicity": 1,
  "homo_ev": -8.75,
  "smiles": "C=CC1CC1.O"
}

=====

{
  "formula": "C5H10O",
  "method": "ωB97M-V with the def2-TZVPD basis set",
  "symbols": ["C", "C", "C", "C", "C", "O", "H", "H", "H", "H", "H", "H", "H", "H", "H", "H"],
  "positions_angstrom": [[-0.50124, 1.41349, 1.22390], [-1.02883, 0.26941, 0.35694], [0.02126, -0.47475, -0.46552], [1.29670, 0.25902, -0.83036], [0.04138, -1.94365, -0.45267], [-0.55457, -1.23634, -1.52877], [-0.11723, 2.23690, 0.61163], [0.30292, 1.09063, 1.89465], [-1.30749, 1.82031, 1.84265], [-1.76795, 0.66362, -0.35142], [-1.56624, -0.45250, 0.98436], [1.11183, 1.31623, -1.05614], [2.02263, 0.21486, -0.00884], [1.73931, -0.20974, -1.71411], [-0.65401, -2.48790, 0.19134], [0.96153, -2.47959, -0.69764]],
  "spin_multiplicity": 1,
  "homo_ev": -10.06,
  "smiles": "CC[C@@]1(C)CO1"
}

=====

{
  "formula": "C5H10O",
  "method": "ωB97M-V with the def2-TZVPD basis set",
  "symbols": ["C", "C", "C", "C", "O", "C", "H", "H", "H", "H", "H", "H", "H", "H", "H", "H"],
  "positions_angstrom": [[2.20576, 0.05133, -0.40907], [0.57316, 0.14472, 0.63504], [-0.50679, 1.02134, -0.01449], [-1.55062, -0.08241, 0.31745], [-2.45182, -0.48163, -0.69437], [-0.37459, -1.06256, 0.51386], [2.50761, 1.07046, -0.69598], [1.87355, -0.53067, -1.24859], [3.10859, -0.43317, 0.04082], [1.55640, 0.31350, 1.02912], [-0.35915, 0.99944, -1.10040], [-0.69318, 2.05178, 0.31154], [-2.09122, 0.11949, 1.25438], [-3.13841, 0.19346, -0.77941], [-0.45518, -1.82768, 1.29421], [-0.20411, -1.54737, -0.45411]],
  "spin_multiplicity": 1,
  "homo_ev": -8.43
}

=====

{
  "formula": "C5H10O",
  "method": "ωB97M-V with the def2-TZVPD basis set",
  "symbols": ["C", "C", "O", "C", "C", "C", "H", "H", "H", "H", "H", "H", "H", "H", "H", "H"],
  "positions_angstrom": [[2.77726, 0.23966, -0.30994], [1.48599, -0.35413, 0.24995], [0.33416, 0.24040, -0.37926], [-0.91280, -0.24170, 0.04027], [-2.53614, 0.41564, 0.68841], [-2.11744, 0.07389, -0.72136], [3.64745, -0.19818, 0.20077], [2.81246, 1.32154, -0.15729], [2.88954, 0.03622, -1.37964], [1.49942, -1.44598, 0.08528], [1.43849, -0.18175, 1.33150], [-0.81789, -1.22431, 0.49440], [-2.85071, -0.33105, 1.40660], [-2.90766, 1.41069, 0.90957], [-2.79771, -0.67593, -1.05281], [-1.94443, 0.91500, -1.40647]],
  "spin_multiplicity": 1,
  "homo_ev": -7.94,
  "smiles": "CCOC1CC1"
}

=====

{
  "formula": "C5H10O",
  "method": "ωB97M-V with the def2-TZVPD basis set",
  "symbols": ["C", "C", "C", "C", "H", "H", "H", "H", "H", "H", "C", "O", "H", "H", "H", "H"],
  "positions_angstrom": [[-0.97701, 1.57569, 0.06731], [-0.92368, 0.25096, 0.00003], [-0.85684, -0.91334, -0.88598], [-1.47015, -1.00304, 0.51501], [-0.65319, 2.18988, -0.76719], [-1.42673, 2.05912, 0.92916], [-1.50113, -0.84082, -1.75569], [0.05486, -1.48660, -1.04719], [-0.92123, -1.61061, 1.23072], [-2.54775, -1.00640, 0.63377], [2.13246, -0.04277, 0.00421], [1.18393, 0.15961, 1.01778], [3.11846, 0.24303, 0.37596], [2.15116, -1.10823, -0.26141], [1.91581, 0.52547, -0.91357], [0.72102, 1.00806, 0.85707]],
  "spin_multiplicity": 1,
  "homo_ev": -9.11,
  "smiles": "C=C1CC1.CO"
}

=====

{
  "formula": "C5H10O",
  "method": "ωB97M-V with the def2-TZVPD basis set",
  "symbols": ["C", "C", "C", "C", "O", "C", "H", "H", "H", "H", "H", "H", "H", "H", "H", "H"],
  "positions_angstrom": [[0.49907, 1.95920, 0.50593], [-0.00352, 1.08651, -0.34732], [0.41789, -0.31993, -0.47598], [1.78224, -0.75123, 0.08632], [-0.65265, -0.88827, 0.39737], [-2.03643, -0.90777, 0.03402], [1.38811, 1.73331, 1.08638], [0.03232, 2.92400, 0.63387], [-0.91537, 1.28073, -0.90782], [0.40807, -0.63073, -1.54414], [1.79716, -1.84307, 0.12161], [1.94220, -0.37542, 1.09950], [2.65159, -0.44553, -0.52278], [-2.69162, -0.30714, 0.69912], [-2.37779, -1.94581, 0.12412], [-2.24127, -0.56885, -0.99021]],
  "spin_multiplicity": 1,
  "homo_ev": -9.14,
  "smiles": "C=C[C@@H](C)OC"
}

=====

{
  "formula": "C5H10O",
  "method": "ωB97M-V with the def2-TZVPD basis set",
  "symbols": ["C", "C", "C", "O", "C", "C", "H", "H", "H", "H", "H", "H", "H", "H", "H", "H"],
  "positions_angstrom": [[1.16793, -0.93120, 1.02721], [-0.02995, -0.11777, 1.13776], [-0.00002, 1.87225, 0.13590], [-1.22200, 1.35519, -0.25303], [-1.03638, -0.04613, -0.00301], [-0.71941, -0.75374, -1.30047], [0.78016, -1.92316, 1.32475], [1.96005, -0.68009, 1.74333], [1.60310, -1.05386, 0.02181], [0.19007, 1.18276, 1.32244], [0.79499, 1.81796, -0.61693], [-0.12435, 2.87589, 0.55302], [-1.99503, -0.44286, 0.37298], [-1.52158, -0.61111, -2.03001], [-0.60818, -1.83531, -1.12569], [0.22007, -0.39075, -1.73790]],
  "spin_multiplicity": 1,
  "homo_ev": [-7.49, -7.49]
}

=====

{
  "formula": "C5H10O",
  "method": "ωB97M-V with the def2-TZVPD basis set",
  "symbols": ["O", "C", "C", "C", "C", "C", "H", "H", "H", "H", "H", "H", "H", "H", "H", "H"],
  "positions_angstrom": [[2.42983, -0.01775, -0.77459], [1.68152, -1.05140, -0.46130], [0.18736, -0.96187, 0.23831], [-0.55023, 0.19107, 0.68197], [0.30624, 1.47108, 0.54732], [-1.99668, 0.07085, -0.57029], [1.53514, -1.62775, -1.38604], [0.02108, -1.94005, 0.78368], [2.37169, -1.71256, 0.14813], [-1.04021, 0.41744, 1.72823], [1.12679, 1.47746, 1.18218], [-0.17073, 2.47288, 0.52172], [0.72048, 1.36784, -0.48176], [-2.62735, -0.55369, 0.14839], [-2.62428, 0.92579, -1.04781], [-1.37066, -0.52935, -1.25814]],
  "spin_multiplicity": 1,
  "homo_ev": -7.96
}

=====

{
  "formula": "C5H10O2",
  "method": "ωB97M-V with the def2-TZVPD basis set",
  "symbols": ["C", "O", "C", "C", "C", "C", "O", "H", "H", "H", "H", "H", "H", "H", "H", "H", "H"],
  "positions_angstrom": [[2.11153, 0.44804, 0.29073], [0.71357, 0.30069, 0.55487], [0.19130, -0.88116, 0.03918], [0.54467, -0.15848, 2.35678], [-0.98555, -0.88940, -0.56415], [-1.84659, 0.30662, -0.84331], [-2.22691, 0.36161, -2.20510], [2.27674, 0.40065, -0.78286], [2.64971, -0.34351, 0.80689], [2.40954, 1.42038, 0.67937], [0.78882, -1.76067, 0.25843], [-0.55594, -0.00434, 2.40547], [0.93253, 0.83858, 2.63000], [-1.36192, -1.85393, -0.88718], [-2.78434, 0.23062, -0.28903], [-1.34647, 1.22744, -0.51906], [-1.41306, 0.38077, -2.72154]],
  "spin_multiplicity": 1,
  "homo_ev": -8.27
}

=====

{
  "formula": "C5H10O2",
  "method": "ωB97M-V with the def2-TZVPD basis set",
  "symbols": ["C", "C", "O", "C", "C", "C", "O", "H", "H", "H", "H", "H", "H", "H", "H", "H", "H"],
  "positions_angstrom": [[-2.21209, -0.54974, 0.36429], [-1.28177, 0.45740, -0.28027], [-0.85903, 1.54401, 0.36921], [0.42348, -0.80928, -0.32058], [1.53431, 0.04228, -0.74870], [2.00457, -0.05548, 0.68841], [0.85390, -0.85294, 1.03036], [-3.22424, -0.19178, 0.59046], [-2.33256, -1.39020, -0.33419], [-1.74332, -0.89287, 1.28583], [-1.58044, 0.70079, -1.32024], [0.18487, 1.90052, -0.20295], [0.09349, -1.78386, -0.73165], [2.11231, -0.00824, -1.67487], [1.09647, 1.57248, -0.79847], [2.00783, 0.91927, 1.17033], [2.92223, -0.60238, 0.91304]],
  "spin_multiplicity": 1,
  "homo_ev": -8.14
}

=====

{
  "formula": "C5H10O2",
  "method": "ωB97M-V with the def2-TZVPD basis set",
  "symbols": ["C", "C", "C", "O", "C", "C", "O", "H", "H", "H", "H", "H", "H", "H", "H", "H", "H"],
  "positions_angstrom": [[2.05156, -0.48316, 1.43288], [1.30727, -0.98406, 0.19752], [-0.13568, -0.51855, 0.22639], [-0.23949, 0.88510, 0.20291], [-0.90135, -0.39812, -1.00828], [-2.33074, 1.50210, -1.43843], [-2.15172, 2.17248, -0.38600], [3.10774, -0.76946, 1.41013], [1.98757, 0.60790, 1.48374], [1.61303, -0.88950, 2.35216], [1.77919, -0.58515, -0.70866], [1.33927, -2.08023, 0.13527], [-0.68067, -0.97953, 1.06503], [-1.32691, 1.62331, 0.09373], [-1.88578, -0.83864, -1.09455], [-0.37001, -0.22569, -1.93428], [-3.16327, 1.96121, -2.02958]],
  "spin_multiplicity": 1,
  "homo_ev": [-8.06, -8.06]
}

=====

{
  "formula": "C5H10O2",
  "method": "ωB97M-V with the def2-TZVPD basis set",
  "symbols": ["C", "C", "C", "C", "O", "C", "O", "H", "H", "H", "H", "H", "H", "H", "H", "H", "H"],
  "positions_angstrom": [[-1.77923, -1.55168, 0.21462], [-0.98270, -0.60212, -0.63195], [1.04060, -0.13944, -0.45844], [2.07393, 0.49716, 0.44839], [2.00699, 1.89841, 0.47684], [-1.35875, 0.80946, -0.53692], [-0.32246, 0.57625, 0.42049], [-2.18880, -2.31492, -0.45927], [-1.13854, -2.08155, 0.92850], [-2.61355, -1.09724, 0.77063], [1.03692, 0.31427, -1.44736], [1.22334, -1.21442, -0.52419], [3.05182, 0.23277, 0.02450], [2.01977, 0.05693, 1.45630], [1.10707, 2.10522, 0.76397], [-2.27945, 1.06720, -0.00771], [-1.09026, 1.52064, -1.32426]],
  "spin_multiplicity": 1,
  "homo_ev": -7.80
}

=====

It is found that the relative energy (zero: lowest compared OMol25 entry of this formula, charge and spin) values, taken in the order of the records, are 0.005, 3.896, 5.580, 2.707, 2.191, 1.203, 4.034, 3.149, 3.180, 1.984, 5.112, 7.296, 6.488, 6.622, 6.399, 6.893 eV.
It is found that the calculated total energy values, taken in the order of the records, are -7394.7602, -7390.8698, -7389.1858, -7392.0587, -7392.5741, -7393.5627, -7390.7312, -7391.6164, -7391.5849, -7392.7811, -7389.6537, -7387.4697, -9436.5554, -9436.4210, -9436.6444, -9436.1495 eV.